1.
Computed, not measured: H23O11 as an isolated structure in a non-equilibrium geometry, with ωB97M-V with the def2-TZVPD basis set.

## Properties
* total energy: -841.2212 hartree
* HOMO-LUMO gap (spin up / spin down): 3.0 / 11.2 eV
* multiplicity: 2

Each line ends with the Löwdin charge.
Atoms and positions in Å:
O1 0.2779 1.1041 -3.6578  -0.124
H1 1.2380 0.9571 -3.5705  0.028
H2 0.3314 1.5308 -4.5538  0.063
O2 -2.1055 -1.8710 3.3347  -0.071
H3 -1.2901 -1.8243 3.8524  0.023
H4 -1.6720 -0.2581 -0.7350  0.142
O3 -3.2890 -0.2589 -2.5097  -0.112
H5 -1.6368 -1.0632 0.7957  0.090
H6 2.4648 -2.0227 -0.6518  -0.008
O4 2.6944 0.1161 -1.4571  -0.074
H7 2.8262 -0.8275 -1.6215  0.003
H8 1.7401 -1.6994 3.5386  0.037
O5 1.0167 1.6720 2.6714  -0.090
H9 1.9282 1.9335 2.3895  0.063
H10 3.4151 0.2671 -0.8470  0.029
O6 -0.8967 0.5103 1.4998  -0.090
H11 -0.1015 -0.0097 1.3929  0.031
H12 -2.7984 -0.5530 -3.2928  0.012
O7 -0.1216 4.1847 -0.3675  -0.100
H13 -3.4701 0.6811 -2.6959  0.031
O8 1.3135 -2.5285 3.2791  -0.060
H14 1.2151 -3.1174 4.0195  0.025
H15 -2.3126 -0.9581 3.1140  0.013
O9 -0.6143 0.1276 -1.4021  -0.090
H16 0.3637 4.1985 0.4747  0.021
H17 -0.5531 1.0653 -1.7501  0.076
O10 -1.7045 -1.3953 -0.1689  -0.018
H18 -0.6625 -0.4591 -2.2059  0.043
H19 -2.6452 -1.5716 -0.3611  0.098
O11 2.8475 -2.8828 -0.3698  -0.084
H20 2.1473 -3.3943 -0.7942  0.034
H21 -0.7021 1.3122 1.0195  0.023
H22 0.3952 2.3931 2.6854  0.019
H23 0.3606 4.6414 -1.0547  0.021

=====

2.
Computed, not measured: one molecule with the formula C23H28N4O4, with ωB97M-V with the def2-TZVPD basis set.

## Properties
* total energy: -1413.2829 hartree
* HOMO-LUMO gap: 8.5 eV
* SMILES string: CCOc1ccc(NC(=O)c2ccccc2NC(=O)CN2CCN(C(C)=O)CC2)cc1

Each line ends with the Löwdin charge.
Atoms and positions in Å:
C1 -0.0557 1.3472 5.8470  -0.062
C2 1.4652 1.2408 5.9079  -0.249
H1 1.7948 0.2141 5.7058  0.115
H2 1.8170 1.5230 6.9044  0.122
O1 2.1124 2.1524 5.0419  -0.054
C3 2.1393 1.9142 3.7034  -0.273
C4 2.6935 2.9338 2.9249  0.000
C5 2.7887 2.8023 1.5589  -0.021
C6 2.3373 1.6452 0.9235  -0.221
C7 1.7954 0.6260 1.6953  -0.004
C8 1.6942 0.7595 3.0689  -0.011
H3 1.2642 -0.0552 3.6289  0.107
H4 1.4502 -0.2761 1.2196  0.097
N1 2.4492 1.5818 -0.4717  0.138
C9 2.0539 0.5975 -1.3194  -0.384
O2 1.5275 -0.4442 -0.9497  0.051
C10 2.2776 0.9214 -2.7565  -0.069
C11 3.3846 1.6628 -3.1642  -0.043
C12 3.5671 2.0033 -4.4904  -0.086
C13 2.6273 1.6160 -5.4334  -0.068
C14 1.5357 0.8588 -5.0602  0.004
C15 1.3582 0.4800 -3.7298  -0.144
N2 0.2997 -0.3192 -3.3330  0.146
C16 -0.8603 -0.5936 -3.9730  -0.442
O3 -1.1861 -0.2035 -5.0734  0.066
C17 -1.7678 -1.5090 -3.1382  -0.090
N3 -1.3689 -1.5225 -1.7485  -0.195
C18 -1.5560 -2.7649 -1.0335  -0.146
C19 -3.0137 -2.9808 -0.5856  -0.127
N4 -3.4275 -1.8546 0.2185  -0.066
C20 -3.6648 -1.8488 1.5524  -0.505
O4 -3.8675 -0.8132 2.1589  0.043
C21 -3.7009 -3.1965 2.2446  0.000
H5 -3.9764 -3.0290 3.2822  0.083
H6 -2.7241 -3.6743 2.2135  0.081
H7 -4.4380 -3.8503 1.7841  0.083
C22 -3.3090 -0.5968 -0.4940  -0.111
C23 -1.8623 -0.4005 -0.9676  -0.141
H8 -1.7870 0.5099 -1.5645  0.132
H9 -1.2115 -0.2977 -0.0939  0.125
H10 -3.6013 0.2028 0.1872  0.122
H11 -3.9941 -0.6102 -1.3494  0.125
H12 -3.1032 -3.9132 -0.0335  0.110
H13 -3.6635 -3.0359 -1.4684  0.129
H14 -1.2261 -3.5953 -1.6600  0.124
H15 -0.9152 -2.7249 -0.1467  0.129
H16 -1.6593 -2.5136 -3.5572  0.136
H17 -2.8057 -1.1921 -3.3142  0.128
H18 0.3760 -0.7095 -2.3862  0.104
H19 0.8079 0.5442 -5.7895  0.104
H20 2.7559 1.8924 -6.4690  0.107
H21 4.4366 2.5698 -4.7868  0.101
H22 4.1358 1.9498 -2.4411  0.113
H23 2.8317 2.4171 -0.8931  0.131
H24 3.2157 3.6048 0.9732  0.112
H25 3.0425 3.8250 3.4215  0.119
H26 -0.4279 1.0939 4.8576  0.068
H27 -0.3625 2.3642 6.0779  0.080
H28 -0.4990 0.6716 6.5733  0.077

=====

3.
Computed, not measured: a 2-piece molecular cluster, C5H11N2S overall in a non-equilibrium geometry, with ωB97M-V with the def2-TZVPD basis set.

## Properties
* total energy: -704.7864 hartree
* HOMO-LUMO gap: 6.4 eV
* charge: -1

Each line ends with the Löwdin charge.
Atoms and positions in Å:
C1 0.0372 0.2744 -3.3432  -0.301
C2 -1.0949 0.9087 -3.0260  -0.013
C3 1.5827 0.5863 -1.6969  -0.067
N1 0.9978 -0.2168 -2.4801  -0.023
H1 0.1917 0.0189 -4.3904  0.087
H2 -1.3803 1.0807 -1.9945  0.052
H3 -1.8171 1.1760 -3.7838  0.030
H4 2.2984 0.2937 -0.9390  -0.009
H5 1.3681 1.6589 -1.7699  0.078
C4 -0.8508 -0.3019 2.4645  -0.426
C5 0.5877 -0.3749 2.9969  -0.749
S1 1.8322 -0.0858 1.6757  0.166
N2 -1.0894 -1.0875 1.2615  -0.054
H6 -1.0914 0.7500 2.2710  0.079
H7 -1.5891 -0.6007 3.2210  0.085
H8 0.7229 -1.3462 3.4998  0.030
H9 0.7892 0.3390 3.8007  0.018
H10 -1.2731 -2.0524 1.5015  0.040
H11 -0.2219 -1.0204 0.7312  -0.024

=====

4.
Computed, not measured: C41H57CsN2O7P2Si2Te as an isolated structure in a non-equilibrium geometry, with ωB97M-V with the def2-TZVPD basis set.

## Properties
* total energy: -3782.5822 hartree
* HOMO-LUMO gap (spin up / spin down): 2.9 / 2.9 eV
* charge: -2

Each line ends with the Löwdin charge.
Atoms and positions in Å:
Cs1 0.0000 0.0000 0.0000  1.131
O1 -0.7538 -2.4815 1.0972  -0.230
C1 0.3475 -3.3661 1.2850  -0.236
C2 1.5881 -2.6339 1.8423  -0.179
N1 2.1744 -1.5900 0.9981  -0.256
C3 2.9548 -2.1172 -0.1481  -0.096
C4 2.0358 -2.6928 -1.2550  -0.647
O2 2.3416 -3.8697 -1.6397  -0.077
O3 1.0891 -1.9557 -1.6503  -0.254
C5 2.9684 -0.6106 1.7842  -0.147
C6 3.3923 0.6783 0.9884  -0.698
O4 4.6164 1.0013 1.1606  -0.119
O5 2.4979 1.3176 0.3585  -0.203
H1 -1.5958 -2.9825 1.2552  0.104
H2 0.0405 -4.1148 2.0250  0.106
H3 0.5390 -3.9046 0.3572  0.105
H4 1.2520 -2.1687 2.7788  0.107
H5 2.3509 -3.3723 2.1190  0.114
H6 3.5226 -1.3202 -0.6423  0.128
H7 3.6810 -2.8673 0.1884  0.112
H8 2.3677 -0.2392 2.6239  0.074
H9 3.8571 -1.0980 2.2041  0.103
O6 0.2522 0.5639 2.7873  -0.433
P1 -0.5484 0.7765 4.0516  0.730
C7 -2.2865 0.3572 3.7309  -0.295
P2 -3.2262 1.0023 2.3105  0.724
O7 -2.6158 0.4297 1.0496  -0.482
C8 -4.9199 0.4315 2.5302  -0.253
C9 -5.6110 -0.0705 1.4170  -0.051
C10 -6.9152 -0.5509 1.5402  -0.085
C11 -7.5487 -0.5336 2.7801  -0.104
C12 -6.8782 -0.0373 3.8955  -0.097
C13 -5.5710 0.4395 3.7729  -0.094
C14 -3.1671 2.7842 2.3534  -0.280
C15 -4.0532 3.5663 3.1045  -0.105
C16 -3.9604 4.9606 3.0894  -0.123
C17 -2.9814 5.5899 2.3245  -0.111
C18 -2.0966 4.8272 1.5685  -0.085
C19 -2.1913 3.4356 1.5819  -0.140
C20 0.0474 -0.2456 5.4059  -0.254
C21 -0.7772 -1.1055 6.1438  -0.079
C22 -0.2527 -1.8644 7.1933  -0.095
C23 1.0986 -1.7709 7.5191  -0.099
C24 1.9306 -0.9230 6.7933  -0.075
C25 1.4087 -0.1687 5.7423  -0.052
C26 -0.5023 2.4608 4.6562  -0.269
C27 -1.2650 2.8641 5.7618  -0.084
C28 -1.2038 4.1808 6.2208  -0.096
C29 -0.3735 5.1035 5.5881  -0.094
C30 0.4009 4.7108 4.4985  -0.067
C31 0.3379 3.3961 4.0372  -0.037
H10 -2.8409 0.6091 4.6388  0.044
H11 -2.3304 -0.7330 3.6248  0.081
H12 -5.1200 -0.0972 0.4443  0.110
H13 -7.4328 -0.9423 0.6680  0.099
H14 -8.5643 -0.9089 2.8760  0.095
H15 -7.3756 -0.0242 4.8624  0.095
H16 -5.0761 0.8216 4.6605  0.094
H17 -4.8374 3.1111 3.6997  0.079
H18 -4.6578 5.5581 3.6711  0.083
H19 -2.9099 6.6741 2.3144  0.087
H20 -1.3305 5.3119 0.9690  0.094
H21 -1.4945 2.8469 0.9842  -0.125
H22 -1.8328 -1.2087 5.9143  0.093
H23 -0.8980 -2.5352 7.7554  0.096
H24 1.5053 -2.3641 8.3341  0.096
H25 2.9869 -0.8520 7.0399  0.104
H26 2.0681 0.4845 5.1723  0.122
H27 -1.9021 2.1551 6.2828  0.099
H28 -1.7992 4.4882 7.0769  0.093
H29 -0.3258 6.1287 5.9454  0.095
H30 1.0512 5.4278 4.0048  0.108
H31 0.9437 3.0966 3.1827  0.129
C32 -4.2667 -0.7065 -3.5949  -0.062
C33 -3.1575 -0.5232 -2.6603  -0.247
N2 -2.2772 -0.3777 -1.9186  0.106
H32 -4.5302 0.2401 -4.0759  0.076
H33 -5.1535 -1.0829 -3.0766  0.071
H34 -4.0009 -1.4230 -4.3777  0.081
C34 -2.1898 2.9195 -5.8819  -0.210
Si1 -0.7764 4.0502 -5.4197  0.306
C35 -1.2912 5.1411 -3.9934  -0.196
C36 -0.3542 5.1231 -6.8872  -0.209
C37 0.7314 3.0486 -4.9486  -0.623
Te1 0.2890 1.7898 -3.2661  1.154
C38 1.7961 0.3744 -3.8449  -0.576
Si2 1.0457 -1.0579 -4.7865  0.339
C39 2.4029 -2.2520 -5.2505  -0.187
C40 -0.2067 -1.9395 -3.7174  -0.197
C41 0.2114 -0.4491 -6.3419  -0.209
H35 -3.0716 3.5298 -6.1648  0.026
H36 -2.4508 2.2735 -5.0189  0.011
H37 -1.8899 2.2870 -6.7422  0.028
H38 -2.1743 5.7429 -4.2903  0.027
H39 -0.4544 5.8187 -3.7267  0.038
H40 -1.5522 4.5129 -3.1175  0.026
H41 -1.2420 5.7231 -7.1739  0.024
H42 -0.0509 4.4803 -7.7391  0.029
H43 0.4813 5.8022 -6.6201  0.030
H44 1.5686 3.7312 -4.6967  0.014
H45 0.9961 2.4219 -5.8240  0.006
H46 2.3102 0.0081 -2.9328  0.013
H47 2.5581 0.8815 -4.4715  0.016
H48 2.8985 -2.6234 -4.3303  0.035
H49 3.1477 -1.7343 -5.8891  0.021
H50 1.9680 -3.1070 -5.8077  0.027
H51 0.2893 -2.3099 -2.7970  -0.029
H52 -0.6321 -2.7962 -4.2791  0.028
H53 -1.0215 -1.2389 -3.4427  -0.027
H54 0.9536 0.0708 -6.9817  0.024
H55 -0.6042 0.2514 -6.0737  0.003
H56 -0.2131 -1.3120 -6.8945  0.026
H57 -0.9489 2.7090 -0.0438  -0.042

=====

5.
Computed, not measured: C17H18N3O4Se2V as an isolated structure, with ωB97M-V with the def2-TZVPD basis set.

## Properties
* total energy: -6870.7366 hartree
* HOMO-LUMO gap (spin up / spin down): 7.1 / 7.1 eV
* multiplicity: 3

Each line ends with the Löwdin charge.
Atoms and positions in Å:
V1 -0.1197 -0.6822 1.4697  0.405
O1 3.1449 -2.8389 2.4839  0.125
C1 2.0859 -2.2792 2.3562  -0.409
N1 1.6370 -1.4999 1.3087  0.014
C2 2.4017 -1.1542 0.1931  -0.376
O2 3.4841 -1.5618 -0.1336  0.137
C3 1.6559 -0.0938 -0.6262  -0.163
C4 2.2371 0.4072 -1.8593  0.017
C5 1.5825 1.0707 -2.8133  -0.009
C6 0.1590 1.5417 -2.9312  -0.210
C7 -0.4229 1.2670 -0.4293  -0.462
N2 0.5554 0.2399 -0.0962  -0.147
C8 1.0478 -2.3669 3.4765  -0.158
C9 1.3473 -3.0650 4.6284  0.020
C10 0.4010 -3.1137 5.6382  -0.029
C11 -0.8105 -2.4639 5.4656  -0.037
C12 -1.0399 -1.7870 4.2834  -0.090
N3 -0.1317 -1.7436 3.3038  0.000
H1 3.2805 0.1582 -2.0039  0.117
H2 2.1775 1.3515 -3.6787  0.119
H3 0.2360 2.6342 -2.8321  0.161
H4 -1.3292 0.9590 0.0897  0.029
H5 2.3122 -3.5452 4.7027  0.126
H6 0.6071 -3.6506 6.5549  0.116
H7 -1.5704 -2.4750 6.2335  0.112
H8 -1.9670 -1.2603 4.1006  0.125
O3 -3.0672 1.6231 -1.0464  -0.040
C13 -2.1486 1.8928 -2.0869  -0.207
C14 -0.8718 1.0787 -1.8686  -0.383
C15 -0.3153 1.3286 -4.3914  -0.205
O4 -0.8673 2.4924 -4.9925  -0.049
C16 -1.1933 -0.4633 -1.9486  -0.423
Se1 -1.6935 -1.4997 -0.2882  0.661
C17 -0.0100 2.4694 0.4048  -0.432
Se2 -0.0502 1.6947 2.2665  0.624
H9 -3.9142 2.0260 -1.2542  0.103
H10 -1.8971 2.9615 -2.1175  0.136
H11 -2.5857 1.6058 -3.0516  0.123
H12 -1.0120 0.4874 -4.4456  0.122
H13 0.5360 1.0741 -5.0200  0.119
H14 -1.7245 2.6791 -4.6058  0.066
H15 -0.3393 -0.9914 -2.3702  0.065
H16 -2.0427 -0.6297 -2.6091  0.056
H17 -0.7477 3.2665 0.3614  0.062
H18 0.9825 2.8561 0.1790  0.065